Formula: H8O4
Source: the Open Molecules 2025 dataset
Level of theory: ωB97M-V/def2-TZVPD

Positions of all 12 atoms, in Å:
O -0.098 -1.062 0.865
H 0.712 -1.187 1.371
H -0.782 -0.964 1.537
O 2.006 -1.392 -0.748
H 1.470 -1.912 -1.357
H 2.853 -1.853 -0.730
O -2.072 -0.065 -0.739
H -2.657 -0.600 -0.191
H -2.539 0.008 -1.579
O 0.141 2.696 0.671
H 0.146 2.838 -0.283
H 0.983 2.261 0.847

Summary:
Net charge   0
Relative energy (zero: lowest compared OMol25 entry of this formula, charge and spin)   1.371 eV
Spin multiplicity   1
Calculated total energy   -8319.3054 eV
Molecular weight   72.06 u